C5H12N2O | ωB97M-V/def2-TZVPD

The geometry in XYZ format:
```
20
Properties=species:S:1:pos:R:3
C -0.4280 -1.9168 -2.1036
N -0.4288 -0.4273 -2.0295
C -1.0479 0.0001 -0.7897
C 0.0318 -0.2168 0.2788
N 0.1583 0.9547 1.2422
C 1.2422 1.9114 0.9431
C -0.0890 0.6471 2.5866
O 0.1277 -0.4755 3.0980
H -0.3603 -2.1690 -3.2165
H 0.4590 -2.3932 -1.5792
H -1.2369 -2.4693 -1.6440
H 0.4762 -0.0699 -2.0580
H -1.8565 -0.7645 -0.4317
H -1.5899 0.9381 -0.8094
H 0.9830 -0.4111 -0.2601
H -0.1359 -1.1483 0.9110
H 1.2610 2.6245 1.8207
H 2.2101 1.4937 0.9783
H 0.8317 2.4012 -0.0087
H -0.6077 1.4909 3.0717
```

Values from the calculation:
Energy relative to the best compared isomer or geometry (same formula, charge and spin) (kcal/mol): 77.7
LUMO energy (eV): 0.812
SMILES string: CNCCN(C)C=O
Calculated total energy (eV): -10405.053
Molar mass (Da): 116.2
Strongest force on any atom (eV/Å): 4.2